H3N4 | ωB97M-V with the def2-TZVPD basis set

Each atom is followed by the atoms it is bonded to, with distances in Å.
Cartesian coordinates (Å):
1 N -3.9058 0.1268 -0.1410  N2 1.083
2 N -2.8431 0.1330 0.0680  N1 1.083
3 N 1.4981 -0.4038 -0.0621  N4 1.243, H5 0.977, H6 1.057
4 N 0.5495 0.3784 0.1234  N3 1.243, H7 1.013
5 H 1.4792 -1.1092 -0.7373  N3 0.977
6 H 2.5335 -0.3858 0.1478  N3 1.057
7 H 0.6885 1.2606 0.6012  N4 1.013

The value obtained for the total energy is -220.39371 hartree. The total charge is +1. As for the spin multiplicity: 3. The expectation value of S² is 2.0056. For the HOMO energy (spin up / spin down), the calculation gives -16.314 / -17.974 eV. The value obtained for the energy above the lowest of the compared OMol25 structures with the same formula, charge and spin is 0.0000 eV. Its orbital gap (spin up / spin down) is 12.254 / 7.750 eV.